# 1
Density functional theory data (wB97M-V/def2-TZVPD) for a molecular structure, C50H42F8N6O4P2S2SiTi at a distorted geometry.

HOMO energy (alpha / beta)	-4.10 / -4.00	eV
Kohn-Sham gap (alpha / beta)	5.910 / 5.807	eV
relative energy (zero: lowest compared OMol25 entry of this formula, charge and spin)	0.0	kcal/mol
spin multiplicity	2
total charge	-1

The geometry in XYZ format:
```
116
C50H42F8N6O4P2S2SiTi (wB97M-V/def2-TZVPD)
Ti 2.0737 -1.7448 1.2856
C 3.8338 0.6126 3.0557
Si 2.5224 0.8522 1.6622
C 3.5753 1.7079 0.2630
C 4.8905 2.0480 0.6379
C 5.7676 2.7360 -0.1964
C 5.3654 3.1130 -1.4617
C 4.1191 2.6574 -1.8985
C 3.1877 1.9887 -1.0674
P 1.5401 1.4498 -1.7223
C 2.0000 0.9253 -3.4129
C 1.2790 1.3215 -4.5607
C 1.8911 1.3369 -5.8277
C 3.2337 1.0792 -5.9444
C 3.9216 0.5948 -4.8253
C 3.2567 0.3285 -3.6143
C 0.9017 3.1321 -2.1364
C 1.5829 4.0464 -2.9732
C 1.1045 5.3618 -3.1398
C 0.0042 5.7980 -2.4349
C -0.7768 4.8692 -1.7796
C -0.3653 3.5261 -1.6473
C 1.3168 2.1270 2.4375
C 1.9280 3.3732 2.6817
C 1.3039 4.3013 3.4761
C 0.0189 4.0543 3.9831
C -0.5129 2.7729 3.8604
C 0.0796 1.8584 2.9638
P -0.8528 0.3757 2.4901
C -1.6027 0.0834 4.1097
C -0.8708 0.1574 5.3303
C -1.4850 0.0159 6.5758
C -2.8490 -0.3696 6.6685
C -3.5231 -0.5469 5.4683
C -2.9031 -0.3844 4.2032
C -2.2307 1.1063 1.6174
C -2.9435 0.1760 0.8530
C -4.1927 0.4852 0.4155
C -4.6463 1.7868 0.5114
C -3.8124 2.8059 0.9709
C -2.5682 2.4911 1.5454
H 4.1757 1.5881 3.5281
H 4.6500 0.0108 2.5404
H 3.5054 -0.0097 3.8683
H 5.2596 1.8116 1.6352
H 6.7395 3.0569 0.1560
H 5.9954 3.7145 -2.0908
H 3.9056 2.7647 -2.9480
H 0.2668 1.6928 -4.4356
H 1.2700 1.5330 -6.6941
H 3.7269 1.1260 -6.8980
H 5.0136 0.4562 -4.8886
H 3.7508 -0.1373 -2.7739
H 2.3362 3.6924 -3.6428
H 1.6479 5.9816 -3.8454
H -0.3014 6.8275 -2.2953
H -1.7315 5.1616 -1.3722
H -1.0080 2.7489 -1.2532
H 2.8479 3.5181 2.1199
H 1.7620 5.2525 3.5897
H -0.5555 4.8201 4.5294
H -1.4578 2.5023 4.3649
H 0.1922 0.4634 5.3065
H -0.8856 0.2544 7.4342
H -3.3548 -0.5232 7.6449
H -4.6061 -0.8517 5.4764
H -3.5364 -0.6113 3.3101
H -2.5050 -0.7934 0.5889
H -4.8162 -0.2734 0.0120
H -5.5963 2.0756 0.0663
H -4.0996 3.8315 0.9111
H -1.8769 3.2268 1.9571
F 1.6473 -3.3018 6.9915
C 2.0732 -2.5078 5.9854
F 3.4125 -2.6422 5.9314
F 1.7796 -1.2851 6.3610
S 1.1755 -2.9584 4.2206
O 1.7322 -1.8206 3.3565
O -0.2230 -3.0363 4.5292
N 1.7556 -4.3380 3.7280
S 2.5479 -4.6706 2.4278
O 2.3617 -6.0856 2.0609
O 2.4847 -3.7399 1.2651
C 4.3125 -4.6799 3.0784
F 4.4091 -5.4817 4.1355
F 4.7066 -3.4219 3.4714
F 5.1955 -5.1050 2.1532
F 3.6628 -1.2632 0.3221
C -0.2938 -2.2110 -2.7901
C -1.3075 -1.3188 -3.3252
N -1.3660 -0.0401 -2.9418
C -2.4293 0.5149 -3.6395
C -3.0541 -0.4351 -4.4027
N -2.3405 -1.6309 -4.1683
C -2.3937 -2.8023 -5.0248
N -3.6684 -3.5108 -4.8139
N -4.6849 -3.2255 -5.6894
N -5.8273 -3.5489 -5.1865
C -5.5752 -4.1714 -3.9877
C -6.4826 -4.8579 -3.1439
C -5.9069 -5.5018 -2.0732
C -4.5248 -5.4744 -1.7504
C -3.6262 -4.8400 -2.5976
C -4.1956 -4.1441 -3.7013
H 0.4049 -1.5932 -2.2186
H 0.2299 -2.8197 -3.6088
H -0.7507 -2.8968 -2.0761
H -2.6378 1.5682 -3.5110
H -4.0289 -0.4137 -4.9326
H -1.6208 -3.5182 -4.6948
H -2.1894 -2.4861 -6.0480
H -7.4963 -4.9876 -3.5400
H -6.5650 -6.0906 -1.4243
H -4.2085 -5.9809 -0.8157
H -2.5711 -4.6541 -2.3475
F 0.7995 -1.9125 0.1107
```

Atomic partial charges in e from the Mulliken method, atoms 1 to 8: atom 1 (Ti): 0.62, atom 2 (C): -1.54, atom 3 (Si): 1.51, atom 4 (C): 0.68, atom 5 (C): -0.33, atom 6 (C): -0.80, atom 7 (C): -1.28, atom 8 (C): 0.57

***

# 2
Density functional theory data (wB97M-V/def2-TZVPD) for a molecular structure, C50H43CrN4P2Te.

HOMO energy (alpha / beta)	-3.24 / -5.05	eV
Kohn-Sham gap (alpha / beta)	5.290 / 7.001	eV
relative energy (zero: lowest compared OMol25 entry of this formula, charge and spin)	6.2	kcal/mol
spin multiplicity	5
total charge	-1

The geometry in XYZ format:
```
101
C50H43CrN4P2Te (wB97M-V/def2-TZVPD)
Cr -1.2675 0.3668 -0.3991
Te -0.0114 -0.6073 4.0549
C 1.5761 0.0469 5.2950
C 2.6837 0.7299 4.8182
C 3.6702 1.1473 5.6988
N 3.6301 0.9333 7.0145
C 2.5602 0.2786 7.4717
C 1.5257 -0.1723 6.6702
C 0.5202 0.1131 2.2088
P 0.7341 -0.8596 0.7270
C 2.4762 -0.7887 0.1605
C 2.7144 -0.8591 -1.2091
C 4.0138 -0.8037 -1.6977
C 5.0833 -0.6719 -0.8238
C 4.8520 -0.5951 0.5448
C 3.5544 -0.6492 1.0300
C 0.6153 -2.6429 1.1366
C -0.3178 -3.4647 0.5177
C -0.3541 -4.8284 0.8020
C 0.5402 -5.3777 1.7020
C 1.4816 -4.5642 2.3280
C 1.5190 -3.2109 2.0431
P -0.2072 1.5900 1.5527
C 1.0542 2.8617 1.1386
C 2.4138 2.6578 1.3257
C 3.3348 3.6231 0.9392
C 2.8993 4.8068 0.3628
C 1.5389 5.0191 0.1673
C 0.6238 4.0502 0.5468
C -1.0770 2.4395 2.9117
C -2.4631 2.4569 2.9857
C -3.1001 3.0319 4.0795
C -2.3536 3.5882 5.1066
C -0.9629 3.5782 5.0374
C -0.3316 3.0119 3.9429
H 2.7677 0.9409 3.7581
H 4.5353 1.6850 5.3254
H 2.5276 0.1082 8.5430
H 0.6869 -0.6877 7.1265
H 1.8844 -0.9390 -1.9022
H 4.1814 -0.8479 -2.7669
H 6.0959 -0.6197 -1.2049
H 5.6835 -0.4867 1.2313
H 3.3690 -0.5795 2.0978
H -1.0183 -3.0493 -0.1924
H -1.0902 -5.4511 0.3086
H 0.5101 -6.4389 1.9175
H 2.1854 -4.9874 3.0339
H 2.2567 -2.5846 2.5290
H 2.7452 1.7205 1.7505
H 4.3936 3.4410 1.0785
H 3.6129 5.5602 0.0539
H 1.1937 5.9373 -0.2917
H -0.4362 4.2110 0.3746
H -3.0488 2.0200 2.1880
H -4.1821 3.0431 4.1256
H -2.8507 4.0316 5.9604
H -0.3734 4.0056 5.8387
H 0.7524 3.0004 3.8898
N -0.1885 -5.4781 -8.7832
C -0.3374 -4.8061 -7.8606
C -0.5221 -3.9698 -6.7138
C -0.7662 -2.6046 -6.8660
C -0.9404 -1.8000 -5.7567
C -0.8785 -2.3209 -4.4576
C -0.6394 -3.6972 -4.3249
C -0.4613 -4.5084 -5.4262
C -1.0608 -1.4705 -3.2779
C -0.3048 -0.2611 -3.1837
C 0.6729 0.2343 -4.0726
C 1.1661 1.4324 -3.5366
C 0.5165 1.6221 -2.3303
N -0.3720 0.6111 -2.1163
C -2.0073 -1.8944 -2.2909
C -2.9335 -2.9517 -2.3568
C -3.6894 -2.9272 -1.1751
C -3.2157 -1.8581 -0.4351
N -2.1979 -1.2397 -1.0957
H -0.8294 -2.1832 -7.8611
H -1.1502 -0.7462 -5.8846
H -0.5753 -4.1165 -3.3289
H -0.2617 -5.5649 -5.3006
H 0.9920 -0.2371 -4.9880
H 1.9221 2.0755 -3.9593
H 0.6338 2.4185 -1.6109
H -3.0605 -3.6286 -3.1868
H -4.4908 -3.5937 -0.8990
H -3.5382 -1.5104 0.5365
C -3.1574 2.3875 -2.8594
C -3.7864 1.5107 -1.7783
C -5.2226 1.9678 -1.5150
C -2.9535 1.5325 -0.4925
H -3.7579 2.3660 -3.7735
H -2.1465 2.0615 -3.1041
H -3.1048 3.4283 -2.5205
H -3.8296 0.4825 -2.1537
H -5.2301 2.9901 -1.1220
H -5.7111 1.3231 -0.7803
H -5.8205 1.9541 -2.4311
H -3.5659 1.1235 0.3318
H -2.7471 2.5784 -0.2226
```

Atomic partial charges in e from the Mulliken method, atoms 1 to 8: atom 1 (Cr): 0.72, atom 2 (Te): 0.36, atom 3 (C): 0.23, atom 4 (C): 0.05, atom 5 (C): -0.61, atom 6 (N): -0.66, atom 7 (C): -0.33, atom 8 (C): -0.56

***

| no. | E (Ha) |
| --- | --- |
| 1 | -5977.0899 |
| 2 | -4145.3892 |